A 2-piece molecular cluster, C2H7Br2N2 overall in a non-equilibrium geometry, computed with wB97M-V/def2-TZVPD.

XYZ file:
```
13
Properties=species:S:1:pos:R:3:mulliken_charge:R:1
C 0.87 1.40 -0.06 -0.48
C 0.75 0.46 -0.94 0.01
N -1.01 -0.55 1.59 -0.59
N 1.01 -0.95 -0.69 -0.07
Br 1.76 0.95 1.67 -0.10
Br -2.18 -1.56 0.46 0.01
H 0.94 2.48 -0.32 0.45
H 0.49 0.72 -1.99 0.31
H -1.45 0.34 1.56 0.33
H -1.09 -0.76 2.56 0.28
H 1.16 -1.47 -1.52 0.39
H 0.15 -1.32 -0.23 0.15
H 1.74 -1.08 -0.05 0.33
```

For the lowest unoccupied orbital energy, the calculation gives -0.135 Eh. Its HOMO energy is -13.82 eV. The total energy comes out at -5337.61815 hartree. Its charge is +1. The frontier orbital gap is 10.1 eV.